(1)
C25H44FN5O11P | wB97M-V/def2-TZVPD

Largest force on an atom = 7.134 eV Å⁻¹
Frontier orbital gap = 8.01 eV
HOMO level = -11.69 eV

```
! RIJCOSX wB97M-V def2-TZVPD def2/J DEFGRID3
* xyz 1 1
H 1.18957 2.36008 2.61349
O -3.91692 -2.56795 5.24098
H -0.88544 3.88997 3.18817
C -4.47989 -4.07240 6.95680
N -2.01330 4.68107 0.29558
H 2.46659 -0.49938 1.74732
H 7.86992 -0.16089 -7.35486
H -6.03121 -2.74436 7.74280
H -3.86922 -2.84141 0.78485
C 4.91962 -1.14458 0.46026
P -6.11356 -0.45675 -0.08650
H -0.49382 -3.63339 -0.04579
H 3.94638 4.69144 -4.90679
H -2.63856 4.77803 -0.53649
H -3.89428 -3.89555 7.86322
H 4.41858 0.84360 1.20663
C -1.27983 -3.84822 0.82223
H -1.20950 2.08692 3.63536
C 0.28609 2.43492 1.83662
C 4.04588 2.80371 -2.39705
H 5.54498 -1.53982 -7.05719
H 6.80316 -0.45145 -8.73894
H -6.38058 -3.47978 6.16952
H -4.39178 -1.24376 6.74192
O -6.35908 -2.08344 0.49470
H -3.96990 4.22829 1.13457
C -1.68670 -2.38901 1.44736
H 0.75585 -4.46185 1.83851
C -3.08249 1.76488 1.59528
H -4.97899 2.40847 0.47448
N -4.68516 0.23050 0.73346
O -6.06186 -0.34074 -1.66330
O -2.75854 -4.53830 5.32142
H -4.86677 -5.09386 6.93836
C 4.09541 0.11621 0.45722
H 6.00360 -0.36426 -5.80027
C 3.41258 4.12977 -4.13464
C 6.86966 0.02677 -7.75411
H -7.39620 0.60677 1.49525
O 1.80576 -2.46173 -0.22150
H 4.15458 0.59576 -0.52744
H -2.17112 -4.47367 0.39337
H -1.35497 3.89693 0.04106
C 2.76617 -1.76832 0.07000
H 5.21756 -1.44403 1.47056
C 6.53541 1.49158 -7.88070
O 4.62911 0.31286 -7.17288
H -2.77935 5.03102 2.39052
C 3.15002 2.70733 -4.55493
C 2.69772 -0.40237 0.68290
O 4.54269 2.45667 -1.33832
H -0.73438 -4.26667 3.04674
O -7.50179 0.48779 0.49150
F 0.23602 1.12498 1.14232
H 3.98518 2.34021 -5.16382
C -0.40716 -4.65748 1.98957
H 2.49169 4.66459 -3.87952
H -5.59549 -1.37246 5.43553
C -5.58458 -3.05892 6.79584
H 6.97505 2.08074 -7.07112
H 2.23204 2.59305 -5.13752
H 6.83248 1.88817 -8.85428
H -0.63224 -5.81703 1.83384
C -1.04407 2.80342 2.72043
H -3.62521 -2.54954 2.69594
H -6.43219 -2.01579 1.51186
O 4.22219 4.03333 -2.96374
H -1.15339 -2.14232 2.47108
H 2.12768 1.97871 -2.78850
C -2.85816 4.25496 1.50916
H 3.49773 0.95172 -3.34105
C 5.76930 -0.48694 -6.86292
H 5.81579 -1.04767 -0.15951
C 3.12446 1.97324 -3.23817
N -2.33842 2.86752 1.94022
C -3.62303 -3.79678 5.75846
H 0.59371 3.23555 1.04016
N -4.39178 1.60549 0.85336
H 1.95322 0.21878 0.17959
H -1.32739 -1.53708 0.69260
C -3.59194 -0.56073 1.41603
N -2.57053 0.39739 1.98988
C 5.04427 1.48816 -7.73011
C -4.89841 -1.93666 6.06193
O 4.06750 -2.15306 -0.08069
O 4.30157 2.41028 -8.02384
C -3.33761 -2.17123 1.60565
*
```

=====

(2)
C2H4NO2P | wB97M-V/def2-TZVPD

Largest force on an atom = 10.775 eV Å⁻¹
Energy relative to the best compared isomer or geometry (same formula, charge and spin) = 5.628 eV
Frontier orbital gap (alpha / beta) = 8.59 / 8.59 eV
HOMO level (alpha / beta) = -9.11 / -9.11 eV

```
! RIJCOSX wB97M-V def2-TZVPD def2/J DEFGRID3
* xyz 0 1
H 0.21868 0.78532 -1.99931
O -1.05530 2.21524 1.12701
N 0.50823 -1.11622 -0.03150
H -1.09281 -1.53564 1.34421
P -0.55694 0.98017 0.55464
H -0.01597 -0.49388 -1.69650
H 1.89105 0.00962 1.20554
C 0.90005 -0.02118 0.69567
O -0.45943 0.09052 -2.09818
C -0.33755 -0.91395 0.89841
*
```

=====

(3)
C2H7NO | wB97M-V/def2-TZVPD

Largest force on an atom = 4.013 eV Å⁻¹
Energy relative to the best compared isomer or geometry (same formula, charge and spin) = 1.542 eV
Frontier orbital gap = 10.47 eV
SMILES = CNCO
HOMO level = -9.61 eV

```
! RIJCOSX wB97M-V def2-TZVPD def2/J DEFGRID3
* xyz 0 1
H 1.00998 1.08519 1.05674
H -1.44666 0.80162 -1.58559
O 1.15621 0.10758 1.19058
C 0.43801 -0.90445 0.64562
H 0.07983 1.48246 -0.78390
H 0.20716 -1.55527 1.45882
H -1.12605 0.23367 0.84493
H 0.89433 -1.58629 -0.15022
N -0.81772 -0.40389 0.08767
C -0.50524 0.58081 -1.02128
H 0.11015 0.15858 -1.74337
*
```

=====

(4)
C5H9F3N4O | wB97M-V/def2-TZVPD

Largest force on an atom = 3.637 eV Å⁻¹
Frontier orbital gap = 9.37 eV
SMILES = CCC(=O)C(F)(F)F.C1=NNNN1
HOMO level = -8.99 eV

```
! RIJCOSX wB97M-V def2-TZVPD def2/J DEFGRID3
* xyz 0 1
C 0.75634 1.52724 0.07523
F -1.40234 0.97865 -0.97991
H 2.28620 0.62986 -1.25405
H -3.25106 -0.95941 -0.74626
C 2.91092 0.50464 0.65127
N -0.52314 -1.61470 0.12522
H -1.45275 -2.02355 -1.74438
N -2.58899 -1.57657 1.24752
C 1.79300 0.52730 -0.32463
C -1.45886 -1.78139 -0.66361
H 1.25714 -0.36259 -0.46696
H 3.61211 1.38504 0.48129
F -0.85223 3.03509 -0.80937
C -0.33705 1.77102 -0.99120
H 3.52908 -0.25566 0.31300
H -1.03291 -0.32636 1.81096
O 0.72256 2.11703 1.15218
H 2.59244 0.34872 1.67515
N -1.16913 -1.38949 1.44078
H -2.82578 -2.59921 1.47584
N -2.74766 -1.72793 -0.23739
F 0.18212 1.79226 -2.23068
*
```

=====

(5)
C2H3O2S2 | wB97M-V/def2-TZVPD

Largest force on an atom = 5.137 eV Å⁻¹
Energy relative to the best compared isomer or geometry (same formula, charge and spin) = 3.631 eV
Frontier orbital gap = 6.96 eV
HOMO level = -3.33 eV

```
! RIJCOSX wB97M-V def2-TZVPD def2/J DEFGRID3
* xyz -1 1
H -2.06270 -1.86232 0.53369
C -1.64869 -0.92899 0.11674
H -1.64751 1.03395 -0.85030
S 1.19828 0.97750 -0.12515
O 2.20283 1.75129 0.67158
O 1.35250 1.32673 -1.52806
H 0.59548 -1.35013 1.06832
S 1.55757 -1.17620 0.32256
C -1.54775 0.22817 -0.20939
*
```

=====

(6)
C20H33ClN2O4 | wB97M-V/def2-TZVPD

Largest force on an atom = 0.203 eV Å⁻¹
Energy relative to the best compared isomer or geometry (same formula, charge and spin) = 0.323 eV
Frontier orbital gap = 9.72 eV
SMILES = CN(CC1(O)CN(C(=O)C[C@@H]2C[C@@H](O)C2(C)C)C1)C(=O)C1(Cl)CCCCC1
HOMO level = -9.37 eV

```
! RIJCOSX wB97M-V def2-TZVPD def2/J DEFGRID3
* xyz 0 1
H -0.11595 2.38590 1.39984
H 1.61140 -4.63501 -1.20246
H 2.54494 -1.07821 -4.29924
C 2.98017 -1.75493 -0.64627
N 0.49282 1.78936 -0.59204
C -0.79714 0.11608 3.35046
C 2.96498 -1.84664 -3.64615
C 2.72963 -3.04747 -1.43472
Cl -3.34931 -0.81739 3.22359
H 3.95306 -1.31598 -0.86888
C -1.09087 -1.95918 1.31018
H 3.91730 -1.47653 -3.26182
H -2.58675 -0.64710 0.48747
H -0.03624 2.89202 -2.36118
H -0.90361 -1.90944 4.07514
H -1.00799 1.40996 -2.12076
H 0.69369 -1.18409 4.16385
H 0.90897 -1.28360 1.69986
H -3.76092 4.13900 0.75126
C -3.39594 3.69667 1.67442
C -0.19648 -1.27239 3.53824
C 1.99787 -2.20681 -2.52657
C -2.57607 1.60087 2.46145
C -2.01934 0.13940 2.41986
O -2.79961 2.05457 3.56836
H 3.01208 0.57522 -2.23269
H 0.68251 3.64741 0.44139
C 1.99909 0.37605 -1.88093
H 0.19786 -2.00702 -3.69356
C 1.85755 -1.08231 -1.45945
H -1.83876 -2.61951 1.75480
H 1.29907 0.60285 -2.68840
C 0.14767 -1.89917 2.19408
C -2.43980 2.17630 -0.01664
C 0.70150 -2.76021 -3.08168
H -0.85494 4.83124 -0.91828
H -4.20868 3.57512 2.38542
H -2.27075 1.12786 -0.20305
N -2.81795 2.38832 1.36442
H -2.65522 4.36671 2.11352
O 1.86940 -3.87627 -0.66935
O -1.62853 4.28448 -0.74478
H -3.27411 2.48161 -0.65433
H -0.03231 0.75817 2.89636
H 0.87964 -3.62964 -3.72117
C 1.73776 1.24383 -0.67270
H -0.94645 0.03847 0.58090
C 0.03573 2.76488 0.39049
C -1.21878 2.96674 -0.48598
O 2.53918 1.37464 0.23456
H -1.08408 0.56623 4.29791
H 0.02305 -3.05322 -2.27943
C -1.69084 -0.56822 1.10558
H -0.83613 -2.37418 0.33139
H 3.60531 -3.60796 -1.77835
H 2.86746 -1.83036 0.43162
C -0.46549 2.21313 -1.61798
H 0.90090 -1.21836 -0.94390
H 3.17517 -2.72551 -4.25997
H 0.57327 -2.89640 2.31626
*
```

=====

(7)
C53H48BIrN8O7PS4 | wB97M-V/def2-TZVPD

Largest force on an atom = 1.670 eV Å⁻¹
Energy relative to the best compared isomer or geometry (same formula, charge and spin) = 3.053 eV
<S²> = 0.778
Frontier orbital gap (alpha / beta) = 6.12 / 3.39 eV
HOMO level (alpha / beta) = -6.65 / -6.57 eV

```
! RIJCOSX wB97M-V def2-TZVPD def2/J DEFGRID3
* xyz 0 2
C -4.82032 1.18222 -1.70461
H -1.20231 6.14713 -2.34709
O -0.94939 -2.97699 -0.37608
B -0.23239 5.78981 -1.72773
H -1.83184 7.17576 -0.14671
H -4.34758 -0.87852 -2.09154
N -2.24799 1.41295 -0.86885
O -3.89839 1.66770 2.80468
C 4.17714 -0.46949 -5.86450
C 2.27322 0.67624 -0.80163
O -2.74733 -0.13325 1.58385
C 1.91302 -1.13770 -6.27285
C -0.62020 4.25795 3.18343
H -2.23601 0.07189 7.21365
C 4.62250 -4.42364 -1.12049
H 3.17760 3.47291 -3.97164
H 5.30007 -3.19948 0.50676
C 3.16244 -0.79053 -6.75888
C 0.08169 -0.61311 4.84069
C -5.71420 -3.45906 0.30049
C 2.11198 1.50492 3.01398
C 0.54955 -2.19861 1.99062
N -0.95338 4.78398 1.85999
H 2.52316 -3.39112 -3.56979
C 1.92654 4.70539 -2.63777
S 0.51762 3.01752 0.30959
C 2.52294 -0.88254 -2.48694
C -3.27355 -2.85750 1.46325
C -0.00757 3.80868 -3.32357
C 4.69271 -3.24890 -0.38857
C 3.09433 -0.66013 2.69033
C -2.72459 0.21836 -1.19576
C -4.01758 0.06866 -1.70691
H -0.22316 -5.16239 3.43040
H 5.16103 -0.20126 -6.22765
N 0.97414 0.15840 -0.95792
H -3.41816 0.97375 5.20200
C -4.34998 2.41039 -1.22300
C -0.49999 4.36716 0.62235
H -2.04661 6.48146 2.53126
H -2.30739 -2.65309 1.90632
C -4.32301 -3.30807 2.23940
H 4.73697 -0.26737 -3.81764
H -6.66116 -3.71082 -0.16236
C 3.32768 2.00221 3.44432
H 0.52407 6.70254 -1.45759
H 5.39482 1.55849 3.81815
H -4.97603 3.28918 -1.19607
H -5.83505 1.10236 -2.07327
H 2.24029 -4.35900 0.01700
C -4.66894 -3.00513 -0.49086
H 0.68535 -1.44148 -4.53809
H 1.25054 -5.97425 1.61525
S -1.63040 3.45571 -3.56600
P 0.33102 -0.41407 2.10484
H 3.41384 3.04166 3.73502
H -4.18126 -3.43552 3.30641
C 1.05580 -0.80842 -1.97441
H 1.76475 -1.96806 0.24892
C 3.92970 -0.50074 -4.50293
H 4.06310 -1.21535 -0.21428
H 0.01967 -0.90339 6.95938
H -4.78785 -2.92643 -1.56108
C -0.01952 -3.10504 2.88269
C 3.82749 -4.47183 -2.25882
C -1.77535 0.01667 6.23602
C 1.62204 -4.01467 0.83349
H -7.26161 -3.28224 2.94665
H 0.24735 2.70443 -5.85114
C -1.85068 0.41120 3.87736
H 1.11607 -1.39214 -6.95980
H -0.67463 -2.76956 3.67448
N -1.73096 -0.68146 -0.88325
C 3.13114 -3.34694 -2.67473
H -7.38561 -4.72326 1.94186
N 3.05842 0.28366 -1.84425
C -1.60081 5.95986 1.70304
H 3.35089 -0.77766 -7.82459
C 0.84805 2.27442 -5.04946
C -0.51310 -0.53320 6.09319
H -6.32501 -4.71576 3.35511
C -2.44491 0.50854 5.12379
C -5.55986 -3.61442 1.67202
Ir -0.61447 0.71068 0.22218
N 0.54337 4.71449 -2.46685
S -2.06893 -2.29425 -0.93915
N -0.77763 5.35087 -0.25009
C -1.49041 6.30201 0.37999
H 1.08180 -1.01966 4.75130
C 2.66996 -0.83466 -4.00703
H 1.25533 2.15813 2.95909
H 3.01673 -1.70243 2.40962
C 3.22032 -2.15401 -1.96204
H 1.82858 1.98523 -5.42527
C 2.23164 3.78817 -3.56793
O -1.60962 1.92510 1.87859
C -0.58469 -0.17130 3.70115
H 2.56638 5.35034 -2.06408
H -1.31058 4.70094 3.89620
H 4.05265 0.39569 -1.72280
C 3.99379 -2.12179 -0.80511
O 2.71731 1.30736 0.13995
C 4.44001 1.17115 3.48664
S -2.67082 1.02404 2.45368
C -6.69456 -4.11492 2.52432
C 1.05932 -4.91439 1.72446
C 4.32174 -0.15586 3.11071
C -3.04553 2.49395 -0.82695
O 0.19909 -1.51410 -2.42323
C 1.66297 -1.16352 -4.90382
H -2.58705 3.42185 -0.52104
C 0.23301 -4.46140 2.74361
H 5.18415 -0.80977 3.14324
H 5.17541 -5.29829 -0.80347
C -3.45356 -2.68367 0.09447
H -0.72129 3.18207 3.20356
N 1.02778 3.24022 -3.99176
H 3.75749 -5.38533 -2.83501
O -2.51161 -2.54720 -2.27837
H 0.39816 4.54891 3.44084
C 1.98350 0.17399 2.62824
C 1.35402 -2.66394 0.96072
H 0.32122 1.40472 -4.66954
*
```

=====

(8)
C27H61N2O9 | wB97M-V/def2-TZVPD

Largest force on an atom = 6.254 eV Å⁻¹
Energy relative to the best compared isomer or geometry (same formula, charge and spin) = 5.598 eV
<S²> = 0.755
Frontier orbital gap (alpha / beta) = 8.94 / 9.12 eV
HOMO level (alpha / beta) = -8.48 / -9.05 eV

```
! RIJCOSX wB97M-V def2-TZVPD def2/J DEFGRID3
* xyz 0 2
C 0.78158 -1.17728 1.46467
H -6.92278 4.22873 0.57103
H 3.72489 -6.06811 -3.39277
H -2.68052 -2.55286 7.12033
H -0.37416 1.22374 -0.08276
C -2.03034 -4.13630 5.21055
C 3.33197 -1.48066 0.83502
C 4.64126 6.52620 -4.14809
H 4.95848 -6.78569 -4.44663
O -3.24401 -5.10470 7.10168
C 4.51795 5.15348 -4.81624
C -2.82046 -5.33095 5.75324
O 1.95513 0.92595 -1.28669
H -4.00790 2.12986 -1.02355
C -5.99586 1.61994 1.42283
H 4.92251 -3.60585 -2.25656
H -4.85929 -3.93761 6.45352
H 1.41908 3.87311 1.12820
H 2.82902 6.58137 -1.40025
C 2.33102 1.67726 2.43422
C -4.61149 -4.71539 7.17961
H -1.15903 -3.92078 5.84181
H -5.25062 -5.59011 7.01298
C 3.91096 -6.48034 -4.38789
H 4.39523 7.40884 -1.55576
O -7.23124 3.11558 -1.17742
H -3.67827 -5.56267 5.10845
C -2.67812 -2.05646 6.14646
C -0.03860 1.38821 1.02971
H -2.04628 -1.25231 2.79928
H 5.10243 -3.86829 -4.00299
H -2.58153 -2.21757 0.38683
H 3.59905 5.08662 -5.41228
H 1.40257 -2.74739 -0.83030
H -0.61947 2.30775 1.46792
C 1.56380 -1.60166 -1.12068
H -0.02390 0.28153 3.01674
C 1.87759 -0.82731 0.32811
C 2.65180 -3.43880 -4.63434
H -6.12773 2.06071 2.41395
O -5.05650 2.41114 0.70324
C 2.42719 -4.83283 -5.22780
H -7.65307 5.10414 -0.80636
H 0.12782 -2.08871 1.06155
H -3.49917 -1.33585 6.12232
H 4.22933 -1.16964 0.11188
H 1.08636 3.29666 -0.63411
H 2.56089 4.36965 -3.35584
H 1.34436 -1.61743 2.42047
C 1.60129 1.60699 0.97196
H -5.74378 2.93079 -2.56004
H 3.27864 -7.36010 -4.54582
H 1.97004 -4.72392 -6.21671
H 5.57252 6.60249 -3.57170
H -5.44362 1.10261 -0.88011
H 1.68943 -2.92033 -4.57844
C -1.86111 -0.49250 1.91924
C -7.61171 4.14750 -0.27297
H 3.20161 -2.65796 0.81086
H -5.60685 0.60310 1.53890
H 4.77292 -2.22846 -3.37113
H 3.31805 -2.84156 -5.27052
H 2.49442 -1.57177 -1.84861
C -2.42316 -1.04181 0.48358
H -2.16652 -6.20859 5.76797
H 0.56221 -1.25536 -1.61714
O 3.50678 6.80559 -3.32119
H -6.96873 1.58650 0.92562
N 2.14601 0.60286 0.00303
H -1.73410 -1.51894 6.00982
C 4.56562 -3.29698 -3.24207
H 1.66761 2.37572 3.13653
O 3.16010 -3.51823 -3.29861
H 1.74160 -5.42056 -4.60437
H -5.42931 4.16503 -1.32904
H -1.66462 -4.38326 4.20853
O 3.66551 -5.52555 -5.41470
H 2.36810 0.60453 2.91487
N -2.70601 -0.15657 -0.55151
H 4.66548 7.29587 -4.92599
H -2.48986 0.48341 2.17826
H 3.56629 -1.15727 1.94446
C 1.80771 3.11934 0.28764
C 3.28947 3.57626 -3.54169
H -2.50691 0.78919 -0.15379
H 3.37494 2.96546 -2.63969
O 4.57719 4.09731 -3.85228
H 5.36692 5.01523 -5.49369
O -2.86132 -2.97869 5.07776
H 2.93057 3.36465 0.06770
C 3.77882 6.58822 -1.94047
C -5.83582 3.15854 -1.49338
H -8.60874 3.91761 0.11056
H -4.80196 -4.32941 8.18398
H 2.94166 2.94260 -4.36404
H 4.28662 5.63666 -1.76659
H 3.41674 2.12776 2.29140
C -5.05253 2.11123 -0.69614
C -0.27011 -0.00210 1.88247
*
```

=====

What is the largest force on an atom in the fifth record? 5.137 eV Å⁻¹